ORCA calculation (wB97M-V/def2-TZVPD) on a structure of composition C14H30AlBNO8 at a distorted geometry.

Element x y z (Å)
C (4.64, -0.87, -0.45)
C (3.58, -0.64, 0.62)
C (2.18, -0.39, 0.07)
C (1.82, 1.09, -0.18)
O (0.50, 1.35, 0.24)
Al (-0.77, 1.44, -1.09)
B (-2.03, -0.28, -1.10)
O (-2.11, -1.09, -2.28)
N (-2.86, -0.78, -0.01)
C (-2.85, -2.22, 0.17)
C (-2.67, -0.08, 1.26)
H (4.81, 0.02, -1.04)
H (5.59, -1.10, 0.05)
H (4.37, -1.71, -1.07)
H (3.88, 0.15, 1.29)
H (3.53, -1.56, 1.21)
H (2.01, -0.98, -0.83)
H (1.46, -0.74, 0.81)
H (2.51, 1.72, 0.39)
H (1.96, 1.33, -1.23)
H (-1.64, 2.79, -1.02)
H (0.02, 1.50, -2.52)
H (-2.55, -0.52, -2.94)
H (-3.64, -2.53, 0.86)
H (-1.90, -2.59, 0.57)
H (-3.05, -2.72, -0.77)
H (-2.74, 0.99, 1.08)
H (-3.43, -0.39, 1.97)
H (-1.69, -0.26, 1.71)
C (2.36, -3.62, 4.52)
C (2.76, -4.48, 3.34)
C (3.12, -5.90, 3.69)
O (4.06, -6.24, 2.66)
C (4.64, -5.08, 2.24)
O (5.60, -5.02, 1.55)
O (3.98, -4.01, 2.75)
H (1.52, -4.07, 5.05)
H (3.20, -3.50, 5.20)
H (2.07, -2.63, 4.18)
H (1.98, -4.45, 2.57)
H (2.28, -6.59, 3.67)
H (3.63, -5.98, 4.65)
C (-3.33, 6.05, -4.70)
C (-3.63, 5.10, -3.57)
C (-4.99, 5.29, -2.92)
O (-4.75, 4.84, -1.58)
C (-3.42, 5.03, -1.32)
O (-2.94, 4.94, -0.24)
O (-2.76, 5.33, -2.46)
H (-4.09, 5.98, -5.48)
H (-3.29, 7.08, -4.33)
H (-2.36, 5.82, -5.14)
H (-3.50, 4.07, -3.89)
H (-5.78, 4.71, -3.38)
H (-5.29, 6.35, -2.88)

HOMO-LUMO gap   6.07 eV
E_LUMO   2.3 eV
Total charge   -1
E_tot   -1475.52873 Ha

---

ORCA calculation (wB97M-V/def2-TZVPD) on a structure of composition C14H30B3FN3O4 at a distorted geometry.

Element x y z (Å)
C (-6.76, 3.12, -0.11)
C (-6.18, 1.82, -0.61)
C (-6.52, 1.41, -2.02)
N (-5.48, 1.11, 0.18)
B (-4.19, 0.63, -0.15)
O (-3.79, 0.26, -1.45)
B (-2.42, 0.43, -1.63)
F (-2.00, 1.23, -2.60)
O (-1.56, -0.16, -0.76)
B (-2.26, -0.43, 0.42)
C (-2.11, -1.80, 1.16)
C (-2.93, -2.83, 0.34)
N (-2.32, -3.29, -0.90)
O (-3.19, 0.52, 0.82)
H (-5.95, 3.82, 0.10)
H (-7.31, 2.91, 0.81)
H (-7.47, 3.55, -0.81)
H (-7.38, 1.94, -2.42)
H (-5.65, 1.60, -2.65)
H (-6.67, 0.33, -2.05)
H (-1.08, -2.12, 1.27)
H (-2.56, -1.71, 2.15)
H (-3.13, -3.71, 0.96)
H (-3.90, -2.39, 0.07)
H (-1.39, -3.66, -0.74)
H (-2.27, -2.55, -1.59)
C (1.60, 1.11, -0.04)
C (2.40, -0.16, 0.30)
C (3.08, -0.67, -0.98)
C (4.28, 0.17, -1.44)
C (5.00, 0.87, -0.27)
C (4.76, 0.20, 1.10)
N (3.34, 0.19, 1.37)
O (3.05, -0.41, 2.61)
C (5.42, 1.09, 2.15)
C (5.45, -1.17, 1.15)
C (1.41, -1.23, 0.73)
H (1.08, 1.48, 0.85)
H (0.84, 0.93, -0.81)
H (2.26, 1.91, -0.39)
H (3.42, -1.69, -0.80)
H (2.34, -0.74, -1.78)
H (4.98, -0.48, -1.97)
H (3.96, 0.92, -2.17)
H (6.07, 0.91, -0.48)
H (4.66, 1.90, -0.19)
H (4.91, 2.06, 2.19)
H (6.47, 1.26, 1.91)
H (5.35, 0.62, 3.14)
H (6.53, -1.08, 0.97)
H (5.05, -1.87, 0.40)
H (5.30, -1.61, 2.13)
H (0.70, -1.44, -0.08)
H (0.84, -0.91, 1.60)
H (1.92, -2.17, 0.98)

HOMO-LUMO gap   3.19 eV
E_LUMO   2.0 eV
Total charge   -1
E_tot   -1191.38902 Ha

---

ORCA calculation (wB97M-V/def2-TZVPD) on a cluster of 3 separate species, C14H30ClF2O13PS2 in total at a distorted geometry.

Element x y z (Å)
O (-2.15, 0.17, 6.65)
S (-1.96, 0.05, 8.04)
O (-3.02, 0.37, 8.89)
O (-1.33, -1.35, 8.45)
C (0.05, -1.30, 8.75)
F (0.74, -2.25, 8.06)
C (0.55, 0.12, 8.42)
P (1.60, 1.05, 9.72)
O (2.89, 1.40, 8.84)
Cl (2.17, -0.50, 10.94)
S (1.21, 0.21, 6.69)
O (0.87, 1.48, 6.18)
O (2.55, -0.20, 6.71)
F (0.38, -0.84, 5.94)
O (-0.64, 0.91, 8.43)
H (0.17, -1.55, 9.80)
H (3.20, 2.27, 9.14)
C (-1.85, -0.06, 3.65)
O (-1.37, -0.27, 2.33)
C (0.02, -0.53, 2.31)
C (0.44, -1.04, 0.96)
O (0.21, -2.43, 0.78)
C (-1.14, -2.81, 0.52)
C (-1.58, -2.52, -0.90)
O (-1.98, -1.17, -1.03)
C (-2.15, -0.80, -2.37)
H (-1.33, 0.79, 4.12)
H (-2.91, 0.17, 3.58)
H (-1.71, -0.95, 4.26)
H (0.27, -1.27, 3.08)
H (0.55, 0.41, 2.53)
H (1.53, -0.93, 0.89)
H (-0.01, -0.46, 0.16)
H (-1.82, -2.37, 1.24)
H (-1.16, -3.89, 0.65)
H (-2.44, -3.17, -1.15)
H (-0.76, -2.74, -1.59)
H (-1.20, -0.87, -2.92)
H (-2.49, 0.24, -2.40)
H (-2.90, -1.43, -2.87)
C (0.59, 1.85, -3.57)
O (0.46, 1.32, -4.87)
C (-0.80, 1.61, -5.45)
C (-0.78, 1.32, -6.93)
O (-0.22, 2.35, -7.71)
C (1.20, 2.44, -7.71)
C (1.88, 1.40, -8.56)
O (1.99, 0.17, -7.85)
C (2.38, -0.89, -8.69)
H (-0.19, 1.45, -2.91)
H (1.56, 1.56, -3.18)
H (0.53, 2.94, -3.59)
H (-1.05, 2.67, -5.29)
H (-1.56, 0.98, -4.96)
H (-1.82, 1.24, -7.26)
H (-0.30, 0.36, -7.13)
H (1.59, 2.43, -6.69)
H (1.42, 3.42, -8.14)
H (2.89, 1.74, -8.82)
H (1.30, 1.24, -9.48)
H (1.62, -1.08, -9.46)
H (2.48, -1.78, -8.07)
H (3.34, -0.68, -9.17)

HOMO-LUMO gap   8.82 eV
E_LUMO   -0.3 eV
Structure (SMILES)   O=S1(=O)O[C@@H](F)[C@@](P(O)Cl)(S(=O)(=O)F)O1.COCCOCCOC.COCCOCCOC
Total charge   0
E_tot   -3327.07664 Ha

---

ORCA calculation (wB97M-V/def2-TZVPD) on a structure of composition C14H30ClNO6P2S at a distorted geometry.

Element x y z (Å)
C (-1.86, 1.75, 0.30)
C (-0.98, 2.96, 0.31)
C (-0.71, 3.68, -0.98)
N (-0.40, 3.45, 1.33)
O (-0.72, 2.66, 2.53)
P (0.60, 2.05, 3.16)
O (0.30, 0.98, 4.10)
O (1.44, 3.26, 3.71)
C (1.88, 3.21, 5.08)
C (3.16, 2.42, 5.24)
C (4.39, 3.10, 4.67)
Cl (4.71, 4.68, 5.43)
O (1.45, 1.58, 1.87)
P (1.56, -0.01, 1.49)
S (1.38, -0.30, -0.41)
H (-2.75, 1.89, 0.91)
H (-2.16, 1.55, -0.72)
H (-1.29, 0.89, 0.64)
H (-0.76, 2.98, -1.80)
H (-1.41, 4.50, -1.12)
H (0.30, 4.08, -0.96)
H (1.10, 2.84, 5.74)
H (2.07, 4.24, 5.36)
H (3.08, 1.43, 4.79)
H (3.31, 2.27, 6.31)
H (5.26, 2.49, 4.84)
H (4.29, 3.25, 3.60)
H (2.81, -0.38, 1.99)
H (0.59, -0.69, 2.21)
C (-2.29, -2.61, -1.04)
C (-3.71, -2.81, -0.51)
C (-4.22, -1.38, -0.44)
O (-3.56, -0.66, -1.48)
C (-2.48, -1.45, -2.01)
H (-1.87, -3.49, -1.52)
H (-1.63, -2.30, -0.22)
H (-4.30, -3.39, -1.23)
H (-3.75, -3.32, 0.45)
H (-3.95, -0.92, 0.52)
H (-5.29, -1.29, -0.57)
H (-2.77, -1.81, -3.00)
H (-1.59, -0.83, -2.11)
C (0.93, -3.34, -5.39)
C (1.09, -4.13, -4.10)
C (1.24, -3.02, -3.07)
O (0.48, -1.91, -3.56)
C (0.11, -2.14, -4.92)
H (0.45, -3.89, -6.19)
H (1.91, -3.00, -5.74)
H (0.18, -4.71, -3.90)
H (1.93, -4.82, -4.10)
H (2.28, -2.71, -2.96)
H (0.86, -3.30, -2.08)
H (-0.96, -2.36, -4.96)
H (0.30, -1.24, -5.50)

HOMO-LUMO gap   9.67 eV
E_LUMO   0.5 eV
Total charge   0
E_tot   -2598.78863 Ha

---

ORCA calculation (wB97M-V/def2-TZVPD) on a structure of composition C14H30ClO2P2SiTi at a distorted geometry.

Element x y z (Å)
C (-0.08, 0.00, -4.76)
C (-0.83, 0.06, -3.46)
H (0.98, 0.03, -4.54)
H (-0.37, 0.85, -5.39)
H (-0.33, -0.94, -5.29)
O (-0.26, 0.08, -2.34)
Cl (-2.51, 0.08, -3.66)
Ti (0.92, 0.02, -0.01)
P (0.03, 2.20, 0.44)
C (1.33, 3.32, 1.03)
C (-0.64, 3.00, -1.05)
H (-0.71, 4.08, -0.87)
H (-1.26, 3.38, 2.11)
H (-1.63, 2.59, -1.27)
H (-2.27, 2.21, 1.17)
H (2.24, 3.19, 0.42)
H (0.01, 2.81, -1.90)
C (-1.30, 2.38, 1.66)
H (0.99, 4.36, 0.96)
H (-1.16, 1.63, 2.44)
H (1.60, 3.08, 2.07)
P (0.20, -2.24, 0.28)
C (1.54, -3.31, 0.88)
C (-1.19, -2.60, 1.40)
H (-1.26, -2.56, -1.63)
H (-0.38, -4.06, -1.18)
H (0.45, -2.76, -2.07)
C (-0.30, -2.98, -1.30)
H (-2.10, -2.16, 0.98)
H (-1.31, -3.68, 1.50)
H (1.33, -4.35, 0.60)
H (1.63, -3.23, 1.97)
H (-1.00, -2.14, 2.38)
H (2.49, -3.00, 0.44)
C (2.19, -0.09, 1.73)
O (3.32, -0.12, 2.13)
C (-1.61, 0.95, 5.72)
Si (-0.02, 0.08, 5.24)
C (1.42, 0.95, 6.07)
C (-0.12, -1.71, 5.76)
C (0.21, 0.10, 3.39)
C (0.84, -0.03, 2.28)
H (-1.71, 0.99, 6.82)
H (-2.49, 0.43, 5.32)
H (-1.63, 1.99, 5.36)
H (1.48, 0.70, 7.14)
H (2.37, 0.66, 5.61)
H (1.33, 2.04, 5.99)
H (-1.03, -2.18, 5.37)
H (0.74, -2.28, 5.39)
H (-0.14, -1.81, 6.86)

HOMO-LUMO gap (alpha / beta)   7.23 / 7.49 eV
E_LUMO (alpha / beta)   -7.8 / -7.6 eV
Multiplicity   2
Total charge   +2
E_tot   -2983.14812 Ha

---

ORCA calculation (wB97M-V/def2-TZVPD) on a structure of composition C14H30CrF6N2O10S2 at a distorted geometry.

Element x y z (Å)
Cr (-23.97, -5.89, 22.69)
C (-22.93, -10.06, 24.31)
F (-23.20, -11.32, 24.65)
F (-22.09, -9.50, 25.00)
F (-22.43, -10.05, 23.08)
S (-24.64, -8.92, 24.32)
O (-25.63, -9.66, 23.54)
O (-24.95, -8.74, 25.73)
O (-24.21, -7.62, 23.63)
C (-20.92, -2.84, 22.16)
F (-21.61, -2.59, 23.21)
F (-20.45, -1.69, 21.67)
F (-19.87, -3.57, 22.49)
S (-21.97, -3.83, 20.90)
O (-22.74, -2.83, 20.19)
O (-21.04, -4.54, 19.99)
O (-22.89, -4.75, 21.57)
C (-19.46, -4.27, 25.78)
O (-20.58, -4.99, 25.15)
C (-21.37, -5.60, 26.20)
C (-22.56, -6.21, 25.58)
N (-23.03, -5.29, 24.48)
C (-23.86, -4.26, 25.11)
C (-24.57, -3.26, 24.16)
O (-24.80, -3.98, 22.94)
C (-25.51, -3.17, 22.03)
H (-18.74, -4.89, 26.32)
H (-19.74, -3.49, 26.48)
H (-18.85, -3.74, 25.05)
H (-21.63, -4.80, 26.91)
H (-20.77, -6.33, 26.75)
H (-23.23, -6.28, 26.44)
H (-22.27, -7.21, 25.26)
H (-22.13, -4.85, 24.52)
H (-23.46, -3.68, 25.94)
H (-24.67, -4.77, 25.63)
H (-23.94, -2.41, 23.91)
H (-25.51, -2.93, 24.60)
H (-24.90, -2.32, 21.75)
H (-26.46, -2.83, 22.45)
H (-25.88, -3.74, 21.17)
C (-26.95, -6.18, 24.21)
O (-26.16, -6.14, 22.97)
C (-27.06, -6.44, 21.90)
C (-26.17, -6.42, 20.58)
N (-24.73, -6.49, 20.86)
C (-24.20, -7.89, 20.70)
C (-22.65, -7.86, 20.92)
O (-22.32, -7.16, 22.10)
C (-20.93, -7.23, 22.42)
H (-26.43, -6.08, 25.17)
H (-27.53, -7.09, 24.41)
H (-27.70, -5.39, 24.30)
H (-27.85, -5.70, 21.82)
H (-27.51, -7.42, 22.08)
H (-26.33, -5.60, 19.87)
H (-26.56, -7.27, 20.02)
H (-24.42, -6.08, 19.99)
H (-24.32, -8.34, 19.72)
H (-24.74, -8.63, 21.29)
H (-22.18, -7.29, 20.12)
H (-22.24, -8.87, 20.85)
H (-20.14, -7.24, 21.66)
H (-20.72, -8.22, 22.83)
H (-20.74, -6.51, 23.21)

HOMO-LUMO gap (alpha / beta)   6.80 / 9.54 eV
E_LUMO (alpha / beta)   0.2 / 0.2 eV
Multiplicity   5
Total charge   0
E_tot   -3853.27296 Ha

---

ORCA calculation (wB97M-V/def2-TZVPD) on a structure of composition C14H30NO3P2Sn at a distorted geometry.

Element x y z (Å)
Sn (0.04, 0.00, 0.75)
P (-2.41, -0.13, 0.03)
C (-2.28, 0.62, -1.68)
C (-0.88, 1.02, -2.13)
N (0.20, 0.94, -1.33)
C (1.47, 1.11, -1.81)
C (1.64, 1.81, -2.99)
C (0.51, 2.07, -3.78)
C (-0.74, 1.58, -3.39)
C (2.65, 0.72, -0.95)
P (2.40, -0.77, 0.14)
H (-1.65, 1.74, -3.97)
H (2.64, 2.20, -3.23)
H (0.60, 2.66, -4.70)
H (3.53, 0.45, -1.57)
H (2.96, 1.56, -0.28)
H (-2.78, -0.07, -2.37)
H (-2.96, 1.51, -1.60)
H (-2.09, -3.32, -2.98)
O (-2.26, -3.83, -3.80)
H (-2.41, -3.05, -4.35)
H (-0.40, -4.52, -0.25)
O (0.55, -4.74, -0.27)
H (0.60, -5.09, -1.21)
C (2.91, -2.13, -0.93)
H (3.88, -1.91, -1.40)
H (2.97, -3.05, -0.34)
H (2.14, -2.28, -1.70)
C (3.67, -0.67, 1.46)
H (3.69, -1.65, 1.97)
H (4.66, -0.46, 1.02)
H (3.40, 0.08, 2.21)
C (-3.15, 1.39, 0.74)
H (-4.07, 1.54, 0.14)
H (-3.39, 1.29, 1.80)
H (-2.47, 2.24, 0.60)
C (-3.64, -1.43, 0.11)
H (-3.83, -1.72, 1.14)
H (-4.57, -1.08, -0.32)
H (-3.30, -2.33, -0.41)
C (1.19, 2.50, 3.88)
C (0.36, 1.29, 3.39)
C (-0.95, 0.95, 4.10)
O (0.10, 1.55, 1.99)
H (0.66, 3.45, 3.71)
H (2.19, 2.51, 3.40)
H (1.43, 2.49, 4.95)
H (1.02, 0.40, 3.33)
H (-1.72, 1.73, 3.93)
H (-1.30, -0.06, 3.78)
H (-0.77, 0.87, 5.18)

HOMO-LUMO gap   6.49 eV
E_LUMO   -12.3 eV
Total charge   +3
E_tot   -1727.87661 Ha

---

ORCA calculation (wB97M-V/def2-TZVPD) on a cluster of 2 separate species, C14H30NO5 in total at a distorted geometry.

Element x y z (Å)
C (-0.61, -4.12, 0.66)
O (-0.59, -3.38, 1.84)
C (-0.36, -2.00, 1.65)
C (-1.67, -1.20, 1.59)
C (-1.50, 0.17, 0.94)
C (-1.91, 0.26, -0.54)
C (-1.37, -0.86, -1.42)
N (-2.49, -1.47, -2.26)
C (-2.00, -1.78, -3.66)
C (-0.59, -1.21, -3.79)
C (-0.21, -0.57, -2.40)
C (0.20, 0.89, -2.61)
C (1.36, 1.27, -1.68)
O (1.45, 2.68, -1.49)
H (-0.87, -5.15, 0.92)
H (-1.36, -3.77, -0.06)
H (0.37, -4.16, 0.18)
H (0.19, -1.65, 2.52)
H (0.27, -1.80, 0.77)
H (-2.39, -1.82, 1.05)
H (-2.02, -1.12, 2.62)
H (-2.15, 0.87, 1.47)
H (-0.50, 0.56, 1.09)
H (-1.61, 1.24, -0.91)
H (-3.00, 0.25, -0.57)
H (-1.03, -1.71, -0.85)
H (-3.35, -0.93, -2.33)
H (-2.72, -2.33, -1.77)
H (-2.72, -1.30, -4.31)
H (-2.12, -2.83, -3.89)
H (0.17, -1.96, -3.94)
H (-0.67, -0.49, -4.59)
H (0.62, -1.15, -2.01)
H (-0.61, 1.60, -2.51)
H (0.59, 0.98, -3.62)
H (2.28, 0.92, -2.14)
H (1.27, 0.77, -0.72)
H (1.21, 3.08, -2.34)
C (2.96, 2.27, 1.03)
O (3.23, 3.12, 2.16)
C (2.54, 2.78, 3.25)
O (1.76, 1.86, 3.33)
O (2.87, 3.62, 4.23)
C (2.21, 3.37, 5.47)
H (3.56, 2.64, 0.21)
H (3.25, 1.25, 1.26)
H (1.92, 2.33, 0.76)
H (2.46, 2.38, 5.85)
H (1.13, 3.47, 5.36)
H (2.57, 4.13, 6.16)

HOMO-LUMO gap   9.47 eV
E_LUMO   -3.2 eV
Total charge   +1
E_tot   -982.11246 Ha

---

ORCA calculation (wB97M-V/def2-TZVPD) on a structure of composition C14H31BNO6PTa at a distorted geometry.

Element x y z (Å)
C (-3.80, -1.67, -1.15)
C (-2.41, -1.33, -1.93)
C (-1.16, -1.13, -0.93)
Ta (-0.86, 1.01, -0.07)
C (0.77, 0.12, 1.29)
C (1.84, 1.14, 1.91)
O (2.09, 1.01, 3.34)
C (2.56, -0.27, 3.69)
C (3.59, -1.18, 2.88)
O (2.16, -0.74, 4.80)
C (0.53, 1.43, -1.84)
C (2.08, 1.05, -1.70)
C (2.43, -0.51, -1.95)
C (1.97, -1.01, -3.43)
C (4.03, -0.75, -1.73)
O (-0.66, 3.01, 0.77)
C (-1.88, 3.39, 1.44)
N (-2.90, 4.01, 1.67)
P (-2.83, 2.01, -1.46)
O (-2.23, 2.41, -2.84)
B (-2.42, 0.60, 1.62)
O (-3.84, 0.51, 1.23)
O (-2.15, 0.44, 3.04)
C (-2.59, -0.91, 3.36)
H (-4.20, -2.68, -1.54)
H (-4.62, -0.91, -1.35)
H (-3.60, -1.80, -0.02)
H (-2.18, -2.30, -2.52)
H (-2.53, -0.53, -2.74)
H (-0.23, -1.48, -1.52)
H (-1.30, -1.88, -0.08)
H (0.21, -0.34, 2.20)
H (1.36, -0.76, 0.84)
H (2.85, 0.92, 1.38)
H (1.64, 2.25, 1.71)
H (3.08, -1.71, 1.99)
H (4.40, -0.51, 2.39)
H (4.11, -1.95, 3.56)
H (0.10, 0.88, -2.76)
H (0.44, 2.56, -2.10)
H (2.60, 1.47, -0.75)
H (2.62, 1.60, -2.57)
H (1.92, -1.22, -1.22)
H (0.82, -1.04, -3.46)
H (2.36, -0.25, -4.19)
H (2.39, -2.06, -3.55)
H (4.19, -1.90, -1.76)
H (4.39, -0.35, -0.72)
H (4.65, -0.29, -2.57)
H (-3.41, 3.20, -0.89)
H (-3.92, 1.11, -1.69)
H (-4.28, 1.30, 1.63)
H (-2.70, -1.51, 2.38)
H (-1.85, -1.48, 4.02)
H (-3.61, -0.96, 3.88)

HOMO-LUMO gap   6.68 eV
E_LUMO   1.8 eV
Total charge   -1
E_tot   -1481.29723 Ha